# C42H40BiN6O8P2S

C42H40BiN6O8P2S as an isolated structure (ωB97M-V/def2-TZVPD, OMol25).

Geometry as XYZ:
```
100
Properties=species:S:1:pos:R:3:lowdin_charge:R:1
Bi 0.49 -0.14 0.15 1.88
O -3.81 2.86 -0.79 0.10
C -2.52 2.50 -0.79 -0.47
O -2.00 1.90 -1.69 0.10
C -1.81 2.90 0.47 -0.20
C -2.41 3.67 1.46 0.01
C -1.64 4.05 2.55 -0.04
C -0.31 3.69 2.60 0.01
C 0.20 2.90 1.56 -0.19
N -0.54 2.50 0.55 0.11
C 1.68 2.50 1.53 -0.63
O 2.42 3.08 2.31 0.04
O 1.98 1.63 0.65 -0.21
H -4.22 2.38 -1.52 0.13
H -3.45 3.95 1.36 0.12
H -2.08 4.64 3.34 0.11
H 0.36 3.98 3.39 0.12
C -2.20 -0.16 2.58 -0.30
P -0.93 -1.50 2.62 1.05
C -0.01 -1.18 4.16 -0.37
C 1.13 -1.96 4.40 -0.11
C 1.92 -1.73 5.51 -0.07
C 1.62 -0.69 6.38 -0.10
C 0.51 0.11 6.14 -0.09
C -0.30 -0.14 5.04 -0.09
C -1.97 -2.96 3.01 -0.32
C -3.01 -3.29 2.13 -0.09
C -3.80 -4.41 2.37 -0.09
C -3.55 -5.22 3.47 -0.11
C -2.51 -4.90 4.34 -0.09
C -1.73 -3.78 4.11 -0.08
C -2.92 -0.24 1.27 -0.47
C -4.26 0.01 1.01 -0.09
C -4.44 -0.27 -0.37 -0.10
C -3.20 -0.68 -0.84 -0.45
C -2.78 -1.03 -2.24 -0.27
P -0.96 -1.25 -2.32 1.01
C -0.57 -0.86 -4.06 -0.36
C -0.03 0.40 -4.32 -0.11
C 0.26 0.80 -5.62 -0.08
C 0.02 -0.07 -6.67 -0.10
C -0.53 -1.32 -6.43 -0.09
C -0.82 -1.71 -5.14 -0.10
C -0.75 -3.05 -2.20 -0.37
C 0.26 -3.73 -2.87 -0.12
C 0.48 -5.08 -2.64 -0.08
C -0.30 -5.77 -1.72 -0.09
C -1.31 -5.09 -1.04 -0.07
C -1.53 -3.75 -1.28 -0.08
N -2.27 -0.68 0.15 -0.08
H -2.89 -0.25 3.42 0.09
H -1.66 0.80 2.69 0.06
H 1.42 -2.73 3.68 0.09
H 2.80 -2.33 5.67 0.10
H 2.25 -0.49 7.23 0.10
H 0.27 0.93 6.80 0.10
H -1.17 0.49 4.87 0.09
H -3.22 -2.67 1.27 0.08
H -4.60 -4.64 1.69 0.10
H -4.16 -6.09 3.65 0.09
H -2.31 -5.52 5.20 0.10
H -0.93 -3.54 4.80 0.09
H -5.00 0.35 1.71 0.09
H -5.36 -0.21 -0.94 0.09
H -3.25 -1.95 -2.61 0.09
H -3.03 -0.23 -2.94 0.08
H 0.15 1.08 -3.50 0.08
H 0.69 1.78 -5.79 0.10
H 0.26 0.24 -7.69 0.10
H -0.72 -1.99 -7.26 0.10
H -1.25 -2.69 -4.96 0.11
H 0.90 -3.21 -3.58 0.09
H 1.28 -5.59 -3.16 0.10
H -0.12 -6.82 -1.52 0.10
H -1.91 -5.61 -0.30 0.10
H -2.29 -3.22 -0.72 0.08
O 3.69 -2.02 0.01 -0.35
S 2.49 -2.23 0.80 0.28
O 2.49 -3.41 1.63 -0.32
O 2.15 -0.98 1.59 -0.51
O 1.27 -2.25 -0.17 -0.58
C 5.87 -2.54 -2.32 -0.07
C 5.99 -1.33 -3.25 -0.41
C 6.51 -0.11 -2.50 -0.08
C 4.67 -1.05 -3.96 -0.11
N 3.67 -0.41 -3.12 -0.07
C 2.73 -0.92 -2.34 -0.14
N 2.08 0.08 -1.79 -0.08
N 2.64 1.21 -2.25 0.02
N 3.58 0.94 -3.05 0.08
H 6.83 -2.75 -1.85 0.08
H 5.56 -3.43 -2.87 0.08
H 5.15 -2.36 -1.51 0.05
H 6.69 -1.58 -4.05 0.13
H 5.89 0.11 -1.63 0.08
H 6.54 0.78 -3.13 0.07
H 7.52 -0.31 -2.14 0.08
H 4.22 -1.98 -4.32 0.13
H 4.80 -0.39 -4.82 0.12
H 2.54 -1.96 -2.17 0.12
```

LUMO = 2.28 eV
HOMO level = -4.78 eV
charge = -1
energy above the lowest of the compared OMol25 structures with the same formula, charge and spin = 41.9 kJ/mol
orbital gap = 7.057 eV


# C42H40N5O3RuS2

C42H40N5O3RuS2 as an isolated structure (ωB97M-V/def2-TZVPD, OMol25).

Geometry as XYZ:
```
93
Properties=species:S:1:pos:R:3:lowdin_charge:R:1
Ru 0.00 0.00 0.00 1.11
C -2.51 4.10 -0.05 -0.05
C -1.34 4.05 -1.00 -0.21
C -1.26 5.07 -1.97 -0.04
C -0.25 5.08 -2.92 -0.09
C 0.69 4.06 -2.93 -0.05
C 0.65 3.04 -1.97 -0.19
C 1.66 1.92 -2.04 -0.10
C -0.35 3.03 -0.94 -0.36
N -0.34 1.99 -0.07 -0.26
C -0.42 2.25 1.30 -0.40
O -0.44 3.34 1.88 0.06
C -0.51 1.02 2.24 -0.27
C -1.09 0.95 3.48 -0.01
C -1.20 -0.33 4.07 -0.05
C -0.84 -1.50 3.34 0.00
C -0.26 -1.32 2.11 -0.30
N 0.05 -0.08 1.80 -0.26
C 0.02 -2.41 1.03 -0.40
O -0.09 -3.56 1.45 0.06
N 0.33 -1.99 -0.27 -0.28
C 0.21 -2.94 -1.23 -0.35
C 1.18 -3.96 -1.43 -0.20
C 2.39 -4.07 -0.54 -0.03
C 1.02 -4.91 -2.45 -0.01
C -0.07 -4.85 -3.32 -0.15
C -1.01 -3.83 -3.17 -0.07
C -0.87 -2.88 -2.14 -0.17
C -1.90 -1.78 -2.03 -0.08
H -3.39 4.53 -0.55 0.08
H -2.27 4.72 0.81 0.09
H -2.82 3.10 0.27 0.07
H -2.00 5.86 -1.97 0.11
H -0.21 5.87 -3.67 0.10
H 1.46 4.04 -3.70 0.10
H 2.36 2.08 -2.88 0.10
H 1.17 0.96 -2.21 -0.09
H 2.26 1.88 -1.13 0.08
H -1.44 1.85 3.97 0.12
H -1.62 -0.43 5.06 0.10
H -1.02 -2.49 3.72 0.12
H 2.77 -3.09 -0.23 0.07
H 3.22 -4.57 -1.06 0.08
H 2.15 -4.67 0.35 0.09
H 1.75 -5.70 -2.58 0.12
H -0.18 -5.58 -4.11 0.09
H -1.85 -3.77 -3.85 0.13
H -2.68 -1.87 -2.80 0.10
H -1.43 -0.80 -2.17 -0.07
H -2.40 -1.81 -1.06 0.08
S -1.47 1.09 -1.57 0.96
C -0.79 0.55 -3.03 -0.47
N -1.43 0.81 -4.28 -0.09
C -0.86 0.26 -5.49 -0.13
C 0.64 0.46 -5.48 -0.12
N 1.22 -0.30 -4.39 -0.09
C 2.30 -1.23 -4.76 -0.11
C 1.80 -2.38 -5.60 -0.19
C 2.26 -2.57 -6.91 -0.05
C 1.78 -3.62 -7.69 -0.08
C 0.83 -4.50 -7.17 -0.07
C 0.36 -4.33 -5.87 -0.07
C 0.85 -3.28 -5.08 -0.03
C 0.63 -0.22 -3.10 -0.53
S 1.37 -0.93 -1.75 1.02
C -2.69 1.57 -4.43 -0.12
C -3.94 0.73 -4.38 -0.20
C -4.83 0.85 -3.30 -0.04
C -6.01 0.11 -3.26 -0.08
C -6.32 -0.76 -4.30 -0.09
C -5.45 -0.89 -5.38 -0.08
C -4.27 -0.14 -5.42 -0.04
H -1.28 0.76 -6.37 0.13
H -1.13 -0.81 -5.54 0.13
H 0.89 1.52 -5.31 0.14
H 1.07 0.17 -6.44 0.13
H 2.83 -1.64 -3.89 0.11
H 3.05 -0.64 -5.31 0.13
H 3.00 -1.90 -7.33 0.11
H 2.14 -3.76 -8.70 0.10
H 0.45 -5.31 -7.78 0.10
H -0.37 -5.02 -5.46 0.08
H 0.48 -3.17 -4.06 0.07
H -2.65 2.12 -5.38 0.13
H -2.73 2.36 -3.67 0.11
H -4.61 1.53 -2.48 0.10
H -6.68 0.21 -2.42 0.10
H -7.24 -1.34 -4.27 0.10
H -5.69 -1.57 -6.20 0.10
H -3.61 -0.25 -6.28 0.10
O -2.90 -0.55 1.28 0.29
C -1.95 -0.37 0.86 -0.20
H 1.69 0.25 0.65 0.13
```

LUMO (spin up / spin down) = -0.01 / -2.31 eV
HOMO level (spin up / spin down) = -5.12 / -7.30 eV
spin multiplicity = 6
orbital gap (spin up / spin down) = 5.113 / 4.989 eV


# C42H41AsN4O2V

C42H41AsN4O2V as an isolated structure (ωB97M-V/def2-TZVPD, OMol25).

Geometry as XYZ:
```
91
Properties=species:S:1:pos:R:3:lowdin_charge:R:1
V -0.02 -0.16 -0.56 0.72
C 0.99 5.77 -4.27 -0.02
C 0.46 4.68 -3.39 -0.25
C -0.88 4.41 -3.26 0.03
C -1.36 3.39 -2.41 -0.11
C -2.76 3.18 -2.34 0.04
N -3.31 2.31 -1.55 0.09
C -4.73 2.02 -1.41 -0.12
C -5.03 0.56 -1.75 -0.14
C -4.08 -0.38 -1.03 -0.17
N -4.48 -1.77 -1.19 0.10
C -4.17 -2.78 -0.42 0.02
C -3.25 -2.82 0.66 -0.11
C -3.57 -3.73 1.69 0.04
C -2.88 -3.76 2.88 -0.25
C -3.23 -4.70 4.00 -0.03
C -1.83 -2.84 3.02 0.05
C -1.41 -1.99 2.01 -0.10
C -0.32 -1.08 2.33 -0.05
N 0.26 -0.27 1.53 -0.04
C 1.27 0.65 2.09 -0.19
C 2.69 0.40 1.60 -0.14
C 2.84 0.22 0.07 -0.19
N 1.76 0.90 -0.65 -0.09
C 1.96 2.05 -1.16 -0.06
C 0.93 2.83 -1.83 -0.11
C 1.34 3.87 -2.64 0.04
C -0.46 2.57 -1.67 -0.27
O -0.93 1.63 -0.89 -0.18
C -2.07 -2.01 0.74 -0.28
O -1.62 -1.42 -0.31 -0.16
H 0.18 6.23 -4.85 0.09
H 1.47 6.55 -3.69 0.09
H 1.73 5.38 -4.97 0.07
H -1.60 5.00 -3.82 0.13
H -3.42 3.76 -2.98 0.16
H -2.61 1.81 -0.98 0.11
H -5.01 2.22 -0.38 0.14
H -5.30 2.69 -2.05 0.13
H -6.07 0.36 -1.47 0.13
H -4.94 0.41 -2.83 0.10
H -3.06 -0.27 -1.39 0.09
H -4.06 -0.17 0.05 0.15
H -5.19 -1.96 -1.89 0.16
H -4.76 -3.67 -0.60 0.16
H -4.41 -4.40 1.55 0.13
H -4.05 -5.36 3.72 0.08
H -2.38 -5.33 4.27 0.09
H -3.53 -4.16 4.90 0.09
H -1.30 -2.80 3.97 0.14
H -0.01 -1.10 3.38 0.14
H 0.95 1.66 1.80 0.12
H 1.26 0.61 3.18 0.12
H 3.29 1.25 1.92 0.12
H 3.11 -0.48 2.09 0.12
H 3.81 0.56 -0.27 0.13
H 2.77 -0.84 -0.18 0.11
H 2.96 2.49 -1.13 0.15
H 2.40 4.06 -2.73 0.14
C 1.35 -4.86 -4.80 -0.06
C 1.89 -4.36 -3.62 -0.07
C 1.49 -3.11 -3.17 -0.13
C 0.57 -2.36 -3.89 -0.38
C 0.04 -2.87 -5.07 -0.09
C 0.43 -4.12 -5.52 -0.06
As 0.11 -0.61 -3.22 1.38
C 1.25 0.62 -4.18 -0.30
C 2.62 0.77 -4.07 -0.09
C 3.25 1.76 -4.81 -0.06
C 2.51 2.59 -5.64 -0.07
C 1.14 2.43 -5.76 -0.02
C 0.50 1.44 -5.03 -0.19
C -0.95 1.12 -5.09 -0.19
C -1.89 1.77 -5.88 -0.01
C -3.20 1.31 -5.90 -0.06
C -3.58 0.21 -5.14 -0.09
C -2.65 -0.42 -4.32 -0.11
C -1.34 0.03 -4.30 -0.31
H 1.66 -5.84 -5.16 0.11
H 2.61 -4.94 -3.06 0.11
H 1.91 -2.73 -2.24 0.08
H -0.67 -2.28 -5.65 0.10
H 0.01 -4.51 -6.44 0.11
H 3.20 0.12 -3.43 0.11
H 4.33 1.88 -4.75 0.11
H 3.02 3.35 -6.23 0.12
H 0.58 3.08 -6.43 0.12
H -1.61 2.61 -6.50 0.12
H -3.93 1.80 -6.54 0.11
H -4.60 -0.16 -5.21 0.11
H -2.94 -1.29 -3.74 0.10
```

LUMO (spin up / spin down) = -5.63 / -5.61 eV
HOMO level (spin up / spin down) = -12.36 / -13.06 eV
charge = +2
spin multiplicity = 4
energy above the lowest of the compared OMol25 structures with the same formula, charge and spin = 0.0 kJ/mol
orbital gap (spin up / spin down) = 6.730 / 7.453 eV


# C42H41BrO2P2W

C42H41BrO2P2W as an isolated structure (ωB97M-V/def2-TZVPD, OMol25).

Geometry as XYZ:
```
89
Properties=species:S:1:pos:R:3:lowdin_charge:R:1
W 1.37 -1.82 -1.78 1.53
C 1.23 -0.95 0.21 -0.26
C 2.12 -2.09 0.14 -0.35
C 1.66 -3.42 0.67 -0.17
C 0.85 -4.32 -0.34 -0.19
C 0.25 -3.62 -1.52 -0.32
C -0.59 -2.43 -1.34 -0.29
C -1.11 -2.01 0.01 -0.15
C -0.12 -1.11 0.83 -0.17
C 0.63 0.07 -2.06 -0.22
H 1.70 0.03 0.26 0.13
H 3.17 -1.83 0.22 0.09
H 1.11 -3.34 1.64 0.13
H 2.56 -3.99 0.99 0.12
H 1.53 -5.15 -0.68 0.12
H 0.09 -4.92 0.22 0.13
H 0.01 -4.24 -2.39 0.11
H -1.18 -2.14 -2.22 0.13
H -1.45 -2.87 0.63 0.13
H -2.04 -1.43 -0.12 0.11
H -0.59 -0.11 0.95 0.08
H -0.06 -1.47 1.88 0.13
H 0.24 0.62 -1.20 0.02
H -0.12 0.11 -2.85 0.03
H 1.49 0.65 -2.41 0.04
P 6.35 -4.03 -4.83 1.09
P 4.11 -4.58 -6.53 1.08
C 5.75 -5.75 -4.77 -0.29
C 4.67 -6.00 -5.55 -0.32
C 8.15 -4.37 -4.93 -0.39
C 8.70 -5.60 -4.54 -0.09
C 10.07 -5.79 -4.51 -0.05
C 10.93 -4.76 -4.91 -0.05
C 10.39 -3.56 -5.39 -0.06
C 9.00 -3.37 -5.41 -0.10
C 6.12 -3.52 -3.08 -0.34
C 4.77 -3.46 -2.67 -0.12
C 4.50 -3.34 -1.33 -0.12
C 5.50 -3.03 -0.40 -0.04
C 6.84 -3.05 -0.81 -0.04
C 7.15 -3.32 -2.15 -0.05
C 4.39 -5.44 -8.19 -0.33
C 5.70 -5.71 -8.64 -0.09
C 5.90 -6.41 -9.83 -0.06
C 4.81 -6.86 -10.58 -0.05
C 3.51 -6.62 -10.13 -0.05
C 3.31 -5.90 -8.94 -0.08
C 2.30 -4.75 -6.35 -0.41
C 1.53 -3.73 -6.95 -0.11
C 0.14 -3.77 -6.84 -0.07
C -0.48 -4.79 -6.12 -0.06
C 0.28 -5.83 -5.57 -0.06
C 1.67 -5.80 -5.68 -0.09
H 6.23 -6.52 -4.17 0.08
H 4.17 -6.96 -5.69 0.10
H 8.06 -6.43 -4.25 0.09
H 10.47 -6.75 -4.17 0.12
H 12.01 -4.90 -4.86 0.12
H 11.05 -2.76 -5.73 0.12
H 8.57 -2.44 -5.79 0.11
H 3.95 -3.56 -3.39 0.09
H 3.46 -3.51 -1.00 0.07
H 5.23 -2.79 0.63 0.12
H 7.63 -2.87 -0.09 0.12
H 8.19 -3.41 -2.46 0.12
H 6.55 -5.37 -8.05 0.10
H 6.92 -6.62 -10.18 0.12
H 4.96 -7.41 -11.51 0.12
H 2.64 -6.98 -10.68 0.12
H 2.29 -5.71 -8.59 0.10
H 2.02 -2.94 -7.52 0.11
H -0.46 -2.99 -7.34 0.12
H -1.57 -4.79 -6.00 0.12
H -0.20 -6.67 -5.07 0.12
H 2.25 -6.62 -5.25 0.10
Br -4.27 0.79 1.65 0.83
C -3.87 2.43 2.48 -0.60
C -4.71 2.97 3.47 -0.09
C -4.41 4.22 4.03 -0.03
C -3.30 4.94 3.56 -0.04
C -2.46 4.38 2.59 0.00
C -2.74 3.13 2.04 -0.17
C -1.90 2.66 0.84 -0.61
O -0.87 1.98 1.04 0.03
O -2.43 3.11 -0.20 0.27
H -5.59 2.42 3.79 0.11
H -5.04 4.62 4.82 0.12
H -3.09 5.94 3.93 0.12
H -1.58 4.92 2.23 0.14
```

LUMO (spin up / spin down) = -6.56 / -8.08 eV
HOMO level (spin up / spin down) = -12.77 / -12.72 eV
charge = +2
spin multiplicity = 3
energy above the lowest of the compared OMol25 structures with the same formula, charge and spin = 54.0 kJ/mol
orbital gap (spin up / spin down) = 6.211 / 4.643 eV


# C42H41Cl2N4O4STeTi

C42H41Cl2N4O4STeTi as an isolated structure (ωB97M-V/def2-TZVPD, OMol25).

Geometry as XYZ:
```
96
Properties=species:S:1:pos:R:3:lowdin_charge:R:1
Ti -1.48 0.21 0.69 1.08
C -4.37 -5.39 -2.40 -0.03
C -3.82 -4.36 -1.46 -0.23
C -3.07 -4.72 -0.34 0.05
C -2.62 -3.75 0.56 -0.11
C -2.07 -3.98 1.87 0.05
N -1.17 -4.83 2.25 0.12
C -0.27 -5.62 1.40 -0.11
C 0.87 -4.79 0.81 -0.13
C 1.80 -4.05 1.77 -0.12
N 1.29 -2.74 2.19 0.08
C 1.50 -2.17 3.35 0.04
C 1.10 -0.86 3.71 -0.11
C 1.38 -0.38 5.01 0.04
C 0.98 0.86 5.42 -0.23
C 1.27 1.38 6.80 -0.03
C 0.25 1.65 4.50 0.08
C -0.05 1.23 3.23 -0.08
C -0.93 2.04 2.30 -0.25
N -2.15 1.34 1.99 -0.10
C -3.40 2.10 1.77 -0.16
C -3.49 2.73 0.38 -0.15
C -3.72 1.76 -0.79 -0.15
N -3.23 0.38 -0.55 -0.03
C -3.91 -0.60 -1.04 -0.03
C -3.61 -2.01 -0.82 -0.13
C -4.09 -3.00 -1.66 0.07
C -2.85 -2.38 0.31 -0.32
O -2.34 -1.49 1.11 -0.16
C 0.40 -0.03 2.80 -0.23
O 0.13 -0.46 1.57 -0.19
H -4.06 -6.39 -2.12 0.09
H -4.02 -5.21 -3.42 0.09
H -5.46 -5.36 -2.42 0.10
H -2.92 -5.77 -0.14 0.13
H -2.44 -3.33 2.66 0.17
H -0.99 -4.86 3.25 0.17
H -0.84 -6.08 0.60 0.12
H 0.11 -6.43 2.03 0.14
H 0.46 -4.08 0.08 0.11
H 1.48 -5.49 0.24 0.13
H 2.74 -3.86 1.23 0.14
H 2.05 -4.63 2.66 0.14
H 0.82 -2.14 1.51 0.12
H 2.04 -2.77 4.09 0.16
H 1.94 -1.02 5.69 0.13
H 2.05 0.79 7.28 0.09
H 0.38 1.34 7.43 0.10
H 1.60 2.42 6.77 0.09
H -0.09 2.63 4.83 0.14
H -1.12 3.04 2.71 0.17
H -3.45 2.88 2.53 0.13
H -4.23 1.42 1.96 0.13
H -2.58 3.31 0.20 0.09
H -4.32 3.44 0.39 0.13
H -3.20 2.14 -1.67 0.13
H -4.79 1.70 -1.03 0.13
H -4.79 -0.38 -1.65 0.16
H -4.70 -2.72 -2.51 0.14
Cl -0.40 -1.24 -1.61 0.79
C 1.07 -1.46 -2.55 -0.60
C 1.08 -2.59 -3.35 -0.10
C 2.23 -2.89 -4.08 -0.03
C 3.35 -2.09 -3.96 -0.07
C 3.32 -0.97 -3.14 -0.67
Cl 4.76 -0.04 -2.99 0.74
C 2.16 -0.59 -2.44 -0.68
S 2.10 0.86 -1.43 0.62
H 0.21 -3.22 -3.41 0.11
H 2.25 -3.75 -4.72 0.13
H 4.26 -2.32 -4.50 0.12
Te 2.51 2.50 -3.14 1.66
C 0.82 3.69 -2.98 -0.48
C 0.28 4.12 -1.77 -0.14
C -0.78 5.01 -1.79 -0.05
C -1.30 5.45 -3.00 -0.04
C -0.77 5.01 -4.20 -0.05
C 0.30 4.12 -4.20 -0.13
C 3.95 3.63 -2.15 -0.48
C 3.65 4.58 -1.18 -0.10
C 4.69 5.30 -0.61 -0.04
C 6.00 5.08 -1.03 -0.03
C 6.29 4.15 -2.01 -0.04
C 5.26 3.41 -2.58 -0.15
H 0.66 3.75 -0.83 0.08
H -1.20 5.37 -0.86 0.12
H -2.12 6.16 -3.00 0.12
H -1.18 5.36 -5.14 0.12
H 0.71 3.79 -5.15 0.10
H 2.64 4.78 -0.87 0.09
H 4.48 6.05 0.14 0.12
H 6.80 5.66 -0.59 0.12
H 7.30 3.99 -2.34 0.12
H 5.48 2.70 -3.36 0.07
O -0.74 1.70 -0.13 -0.33
O -0.13 2.28 1.04 -0.13
```

LUMO = -8.08 eV
HOMO level = -15.36 eV
charge = +3
energy above the lowest of the compared OMol25 structures with the same formula, charge and spin = 179.6 kJ/mol
orbital gap = 7.283 eV